Entry 1:
# C56H52AsIrN5OSi

A molecular structure, C56H52AsIrN5OSi at a distorted geometry (ωB97M-V with the def2-TZVPD basis set, OMol25).

<S²>: 0.789
HOMO-LUMO gap (spin up / spin down) (Eh): 0.203 / 0.203
Relative energy (zero: lowest compared OMol25 entry of this formula, charge and spin) (eV): 1.682
Net charge: +2
Spin multiplicity: 2

Last column: Löwdin spin population.
CARTESIAN COORDINATES (ANGSTROEM)
Ir  -0.91  -0.52  -0.09  0.06
N  -0.72  -3.20  1.80  0.00
C  -0.92  -2.05  2.55  0.00
C  -1.40  -2.23  3.85  0.00
C  -1.56  -1.13  4.67  0.00
C  -1.25  0.13  4.16  0.00
C  -0.83  0.22  2.86  0.00
N  -0.65  -0.85  2.05  0.00
C  -0.24  -3.39  0.53  0.00
C  -0.15  -4.70  0.06  0.00
C  0.36  -4.94  -1.19  0.00
C  0.76  -3.85  -1.98  0.00
C  0.63  -2.60  -1.46  0.00
N  0.14  -2.34  -0.21  0.00
H  -0.94  -4.05  2.28  0.00
H  -1.63  -3.22  4.21  0.00
H  -1.90  -1.25  5.69  0.00
H  -1.33  1.01  4.78  0.00
H  -0.63  1.18  2.41  0.00
H  -0.46  -5.52  0.69  0.00
H  0.47  -5.95  -1.56  0.00
H  1.19  -3.99  -2.96  0.00
H  0.95  -1.72  -2.02  0.00
C  -3.13  -2.91  -0.87  0.00
Si  -3.03  -1.80  -2.38  0.03
C  -4.66  -0.90  -2.55  0.01
C  -2.53  -2.83  -3.85  0.01
N  -1.72  -0.58  -2.06  0.35
C  -1.42  0.40  -2.93  0.07
C  -2.15  0.59  -4.14  0.09
C  -1.96  1.69  -4.93  0.01
C  -1.00  2.65  -4.58  0.17
C  -0.21  2.48  -3.45  -0.01
C  -0.37  1.36  -2.66  0.14
O  0.41  1.08  -1.60  0.07
C  1.32  2.08  -1.18  0.00
C  2.47  2.30  -1.91  0.00
C  3.32  3.33  -1.52  0.00
C  3.00  4.12  -0.43  0.00
C  1.84  3.88  0.29  0.00
C  0.99  2.85  -0.08  0.00
H  -4.15  -3.30  -0.76  0.00
H  -2.88  -2.38  0.04  0.00
H  -2.47  -3.77  -0.98  0.00
H  -5.47  -1.63  -2.61  0.00
H  -4.71  -0.27  -3.43  0.00
H  -4.83  -0.27  -1.67  0.00
H  -3.19  -3.70  -3.93  0.00
H  -1.51  -3.19  -3.75  0.00
H  -2.60  -2.28  -4.80  0.00
H  -2.90  -0.14  -4.42  0.00
H  -2.56  1.82  -5.82  0.00
H  -0.87  3.54  -5.19  0.01
H  0.53  3.22  -3.20  0.00
H  2.68  1.70  -2.78  0.00
H  4.22  3.51  -2.09  0.00
H  3.66  4.93  -0.14  0.00
H  1.58  4.51  1.13  0.00
H  0.08  2.65  0.46  0.00
C  4.39  -3.92  3.68  0.00
C  5.24  -3.37  2.73  0.00
C  4.76  -2.43  1.83  0.00
C  3.44  -2.00  1.90  0.00
C  2.60  -2.54  2.88  0.00
C  3.07  -3.51  3.76  0.00
As  2.78  -0.59  0.71  0.00
C  3.91  -0.98  -0.83  0.00
C  3.92  -2.30  -1.29  0.00
C  4.64  -2.66  -2.42  0.00
C  5.37  -1.69  -3.10  0.00
C  5.41  -0.39  -2.63  0.00
C  4.67  -0.03  -1.51  0.00
C  3.54  0.93  1.65  0.00
C  4.85  1.39  1.52  0.00
C  5.30  2.44  2.32  0.00
C  4.44  3.05  3.23  0.00
C  3.14  2.58  3.37  0.00
C  2.70  1.53  2.58  0.00
H  4.76  -4.69  4.36  0.00
H  6.28  -3.68  2.68  0.00
H  5.43  -2.03  1.08  0.00
H  1.58  -2.19  2.96  0.00
H  2.41  -3.93  4.50  0.00
H  3.36  -3.06  -0.75  0.00
H  4.63  -3.68  -2.77  0.00
H  5.91  -1.96  -4.00  0.00
H  6.01  0.35  -3.14  0.00
H  4.69  0.99  -1.15  0.00
H  5.54  0.91  0.84  0.00
H  6.32  2.78  2.22  0.00
H  4.80  3.88  3.83  0.00
H  2.48  3.03  4.10  0.00
H  1.69  1.16  2.69  0.00
N  -2.03  0.88  0.29  -0.02
C  -3.07  1.59  0.39  0.00
C  -2.96  3.08  0.38  0.00
C  -2.22  3.72  -0.61  0.00
C  -2.00  5.09  -0.53  0.00
C  -2.50  5.81  0.55  0.00
C  -3.25  5.17  1.53  0.00
C  -3.49  3.81  1.44  0.00
C  -4.39  0.97  0.64  0.00
C  -5.55  1.57  0.16  0.00
C  -6.78  0.97  0.38  0.00
C  -6.86  -0.23  1.09  0.00
C  -5.70  -0.83  1.57  0.00
C  -4.47  -0.24  1.34  0.00
H  -1.83  3.15  -1.44  0.00
H  -1.43  5.59  -1.30  0.00
H  -2.29  6.87  0.63  0.00
H  -3.65  5.73  2.36  0.00
H  -4.07  3.30  2.21  0.00
H  -5.49  2.50  -0.39  0.00
H  -7.68  1.43  0.00  0.00
H  -7.82  -0.68  1.27  0.00
H  -5.76  -1.75  2.14  0.00
H  -3.56  -0.68  1.73  0.00

---

Entry 2:
# CHCl3F2Si

2 unconnected molecules or ions with the total composition CHCl3F2Si at a distorted geometry (ωB97M-V with the def2-TZVPD basis set, OMol25).

HOMO-LUMO gap (Eh): 0.308
Relative energy (zero: lowest compared OMol25 entry of this formula, charge and spin) (eV): 1.670
Net charge: 0

Last column: Mulliken charge in e.
CARTESIAN COORDINATES (ANGSTROEM)
C  2.16  -0.83  -0.92  0.01
F  -2.79  1.52  0.41  -0.24
F  -0.38  1.97  -0.14  -0.25
Si  -1.35  0.83  0.47  0.72
Cl  2.11  -2.14  -1.92  -0.01
Cl  -1.03  -0.84  -0.54  -0.14
Cl  2.44  -1.20  0.68  -0.01
H  -1.17  0.70  1.97  -0.07

---

Entry 3:
# C14H56BrClFeN28O18

A molecular structure, C14H56BrClFeN28O18 at a distorted geometry (ωB97M-V with the def2-TZVPD basis set, OMol25).

<S²>: 8.757
HOMO-LUMO gap (spin up / spin down) (Eh): 0.271 / 0.196
Net charge: +1
Spin multiplicity: 6

Last column: Löwdin spin population.
CARTESIAN COORDINATES (ANGSTROEM)
Fe  -0.66  -1.01  -1.98  4.37
Cl  -5.69  0.13  1.70  0.00
O  -6.40  -1.11  1.86  0.00
O  -6.24  0.94  0.67  0.00
O  -5.74  0.81  2.99  0.00
O  -4.23  -0.07  1.41  0.00
Br  0.03  -0.24  0.11  0.25
C  -0.97  -2.08  -5.07  0.00
O  -1.36  -1.62  -3.99  0.03
N  0.06  -3.02  -5.12  0.00
N  -1.50  -1.61  -6.30  0.00
H  0.23  -3.65  -5.90  0.00
H  0.35  -3.29  -4.19  0.00
H  -2.34  -1.03  -6.26  0.00
H  -1.39  -2.19  -7.12  0.00
C  0.72  -3.92  3.11  0.00
O  -0.46  -4.08  2.81  0.00
N  1.60  -3.14  2.26  0.00
N  1.24  -4.38  4.35  0.00
H  2.21  -2.47  2.73  0.00
H  0.97  -2.71  1.58  0.00
H  0.45  -4.63  4.94  0.00
H  1.99  -3.89  4.81  0.00
C  -1.51  2.06  3.71  0.00
O  -1.63  2.55  4.81  0.00
N  -0.89  0.84  3.46  0.00
N  -2.16  2.65  2.62  0.00
H  -0.27  0.54  4.20  0.00
H  -0.69  0.58  2.50  0.01
H  -2.46  2.16  1.79  0.00
H  -2.71  3.44  2.92  0.00
C  2.50  -1.03  -3.44  0.00
O  1.32  -1.21  -3.06  0.04
N  2.79  -1.09  -4.84  0.00
N  3.58  -0.98  -2.58  0.00
H  2.07  -1.54  -5.40  0.00
H  3.75  -1.14  -5.16  0.00
H  4.56  -1.04  -2.85  0.00
H  3.33  -1.07  -1.60  0.00
C  2.88  1.36  4.76  0.00
O  1.78  0.88  4.83  0.00
N  3.33  1.99  3.62  0.00
N  3.66  1.55  5.92  0.00
H  4.14  2.60  3.56  0.00
H  2.65  1.93  2.87  0.00
H  4.46  2.12  6.10  0.00
H  3.11  1.22  6.71  0.00
C  1.99  3.93  1.44  0.00
O  1.28  4.69  2.05  0.00
N  1.54  2.67  0.99  0.00
N  3.38  4.17  1.30  0.00
H  1.95  2.29  0.14  0.00
H  0.53  2.67  0.94  0.00
H  4.02  3.53  0.87  0.00
H  3.73  4.95  1.86  0.00
C  0.77  -4.03  -1.32  0.01
O  0.17  -3.05  -1.85  0.04
N  2.02  -3.90  -0.69  0.00
N  0.12  -5.29  -1.30  0.00
H  2.40  -2.96  -0.64  0.00
H  2.24  -4.39  0.17  0.00
H  0.50  -6.10  -0.83  0.00
H  -0.88  -5.24  -1.43  0.00
C  -3.50  0.75  -2.27  0.01
O  -2.43  0.16  -1.96  0.05
N  -4.38  1.22  -1.31  0.00
N  -3.76  1.01  -3.64  0.00
H  -4.01  1.05  -0.38  0.00
H  -5.38  1.39  -1.35  0.00
H  -3.13  0.46  -4.25  0.00
H  -4.63  1.31  -4.08  0.00
C  -3.24  -2.17  4.52  0.00
O  -3.08  -3.13  5.28  0.00
N  -4.04  -1.07  4.89  0.00
N  -2.54  -2.05  3.30  0.00
H  -4.72  -1.37  5.58  0.00
H  -4.44  -0.46  4.19  0.00
H  -1.85  -2.76  3.13  0.00
H  -2.22  -1.10  3.16  0.00
C  -2.96  -3.00  -0.83  0.01
O  -2.13  -2.24  -1.38  0.08
N  -3.09  -4.33  -1.38  0.00
N  -3.83  -2.59  0.17  0.01
H  -2.78  -4.45  -2.33  0.00
H  -3.85  -4.93  -1.09  0.00
H  -3.74  -1.59  0.39  0.00
H  -4.58  -3.07  0.67  0.00
C  4.19  2.46  -1.54  0.00
O  4.48  2.05  -0.39  0.00
N  4.83  1.93  -2.74  0.00
N  3.25  3.49  -1.76  0.00
H  4.93  2.59  -3.50  0.00
H  5.75  1.59  -2.44  0.00
H  3.10  3.91  -2.67  0.00
H  3.10  4.05  -0.93  0.00
C  -0.03  1.92  -3.47  0.01
O  -0.23  0.77  -3.07  0.05
N  -0.12  3.03  -2.64  0.00
N  0.57  2.06  -4.77  0.00
H  -0.19  3.98  -3.03  0.00
H  -0.69  2.87  -1.80  0.00
H  0.63  1.24  -5.36  0.00
H  0.59  2.96  -5.26  0.00
C  4.14  -1.27  1.05  0.00
O  3.78  -1.84  0.01  0.00
N  5.37  -1.68  1.59  0.00
N  3.25  -0.44  1.71  0.00
H  5.84  -1.12  2.29  0.00
H  5.93  -2.27  0.96  0.00
H  2.44  -0.26  1.14  0.00
H  3.59  0.33  2.28  0.00
C  -2.24  4.07  -0.22  0.00
O  -1.64  2.97  -0.23  0.00
N  -3.29  4.30  -1.17  0.00
N  -1.84  5.10  0.60  0.00
H  -4.01  4.98  -0.92  0.00
H  -3.72  3.41  -1.44  0.00
H  -1.28  4.80  1.39  0.00
H  -2.40  5.94  0.72  0.00

---

Entry 4:
# C4H5FS

C4H5FS in the gas phase at a distorted geometry (ωB97M-V with the def2-TZVPD basis set, OMol25).

HOMO-LUMO gap (Eh): 0.314
SMILES: C=C[C@@H](F)C=S
Relative energy (zero: lowest compared OMol25 entry of this formula, charge and spin) (eV): 1.126
Net charge: 0

Last column: Mulliken charge in e.
CARTESIAN COORDINATES (ANGSTROEM)
C  0.17  -0.63  0.25  0.40
C  -0.24  -0.09  1.54  -0.32
C  -1.35  -0.41  2.23  -0.65
C  -0.01  0.48  -0.73  -0.35
H  1.20  -0.98  0.23  0.29
H  0.46  0.69  1.84  0.32
H  -2.07  -1.20  1.88  0.26
H  -1.48  -0.01  3.24  0.26
H  -1.07  0.77  -0.88  0.31
F  -0.66  -1.64  -0.04  -0.30
S  1.09  1.21  -1.60  -0.22